No. 1
A cluster of 2 separate species, C4H7NO2 in total in a non-equilibrium geometry. Source: the Open Molecules 2025 dataset; level of theory: ωB97M-V/def2-TZVPD.

XYZ file:
```
14
Properties=species:S:1:pos:R:3:forces:R:3
O 2.7300 -1.1734 0.1776 0.96 -0.49 0.20
C 0.7460 0.4010 0.0550 -0.33 0.92 0.77
C -0.2393 1.5039 -0.1268 0.16 -0.09 0.04
N -1.4673 0.8736 -0.6417 -0.14 0.07 -0.10
C -1.3284 -0.5837 -0.5574 0.20 -0.05 -0.53
C 0.1540 -0.8344 -0.2898 -0.53 -1.02 -0.17
O 0.6944 -1.9437 -0.3421 -0.55 0.42 0.08
H 2.5411 -2.0107 0.6287 0.20 -0.06 -0.09
H 1.6176 0.4092 0.6973 -0.06 0.36 -0.43
H -0.4276 2.0071 0.8356 0.05 -0.07 -0.10
H 0.1336 2.2850 -0.8052 -0.08 -0.11 0.09
H -1.6380 1.1552 -1.5968 0.03 -0.02 0.11
H -1.6000 -1.0705 -1.5004 -0.08 0.05 0.16
H -1.9480 -1.0285 0.2322 0.17 0.10 -0.02
```
Forces are in eV/Å.

The orbital gap (spin up / spin down) comes out at 7.713 / 8.135 eV. For the HOMO energy (spin up / spin down), the calculation gives -9.2 / -9.0 eV. The spin multiplicity is 1.

No. 2
The molecule C4H7NO2. Source: the Open Molecules 2025 dataset; level of theory: ωB97M-V/def2-TZVPD.

XYZ file:
```
14
Properties=species:S:1:pos:R:3:forces:R:3
C 2.1757 -0.9107 0.3369 0.05 -0.03 0.01
C 1.1800 0.1653 -0.0340 0.10 0.13 -0.02
O 1.5224 1.3181 -0.2352 -0.07 -0.32 0.03
N -0.1315 -0.2033 -0.1278 0.10 0.01 0.05
C -1.1215 0.8345 -0.3443 -0.07 0.17 0.05
C -2.5018 0.3090 -0.0347 -0.21 0.16 0.15
O -3.2878 0.8645 0.6895 0.30 -0.25 -0.36
H 2.6622 -0.6117 1.2694 -0.07 -0.05 -0.12
H 1.7437 -1.9073 0.4619 -0.01 0.16 -0.04
H 2.9452 -0.9438 -0.4378 -0.09 -0.01 0.09
H -0.4180 -1.1440 0.0982 0.09 0.17 -0.02
H -0.9090 1.7004 0.2876 -0.03 -0.12 -0.06
H -1.0944 1.1766 -1.3903 -0.06 -0.06 0.14
H -2.7653 -0.6475 -0.5395 -0.03 0.04 0.10
```
Forces are in eV/Å.

The orbital gap comes out at 10.658 eV. Its SMILES is CC(=O)NCC=O. For the HOMO energy, the calculation gives -10.0 eV. The spin multiplicity is 1.

No. 3
A structure of composition C4H7NO2 in a non-equilibrium geometry. Source: the Open Molecules 2025 dataset; level of theory: ωB97M-V/def2-TZVPD.

XYZ file:
```
14
Properties=species:S:1:pos:R:3:forces:R:3
C -2.0213 -0.0903 0.2259 3.38 3.06 -3.02
C -1.0807 0.6331 -0.4327 0.47 -1.95 4.31
C 2.4444 -0.6658 -0.0277 -0.77 -0.33 0.22
C 0.2916 0.9119 0.1506 -1.63 -5.20 1.46
N 1.0962 -0.7374 -0.1408 1.67 4.36 0.60
O 2.9977 0.3264 0.4296 0.57 -0.29 -0.28
O 0.9709 1.8503 -0.4551 -0.79 0.64 -0.70
H -2.9417 -0.1904 -0.1618 -3.09 -0.42 -1.62
H -1.8931 -0.5401 1.1098 0.90 -1.39 3.38
H -1.1714 1.0462 -1.3341 -1.04 1.51 -3.64
H 3.0052 -1.5977 -0.3763 -0.40 0.88 0.39
H 0.1328 0.7388 1.2630 1.32 1.22 -1.13
H 0.7037 -1.6097 -0.2637 -1.43 -1.83 -0.59
H 1.6754 2.2317 0.0546 0.83 -0.28 0.63
```
Forces are in eV/Å.

The orbital gap comes out at 10.223 eV. For the HOMO energy, the calculation gives -9.3 eV. The spin multiplicity is 1.

Number 1: E_tot -361.68408 hartree. Number 2: E_tot -361.85144 hartree. Number 3: E_tot -361.75904 hartree.